(1)
Molecular formula: C6H17NO
Method: DFT, ωB97M-V/def2-TZVPD

```
25
Properties=species:S:1:pos:R:3
C -0.309 1.892 2.200
C 0.844 1.296 1.446
C 0.695 0.003 0.710
C -0.002 0.041 -0.726
C 0.996 -0.494 -1.824
C 1.044 -2.126 -1.980
N -0.339 -2.754 -2.311
H -0.328 1.380 3.082
H -1.157 1.710 1.576
H -0.135 2.983 2.397
H 1.599 1.250 2.173
H 1.522 1.937 0.957
H 0.241 -0.624 1.498
H 1.584 -0.526 0.593
H -1.001 -0.329 -0.602
H -0.089 1.130 -0.969
H 2.022 -0.155 -1.520
H 0.660 0.050 -2.714
H 1.958 -2.250 -2.618
H 1.236 -2.461 -0.969
H -0.730 -2.641 -1.405
H -0.964 -2.218 -2.889
H -3.422 0.912 2.022
H -2.549 1.294 0.840
O -3.374 0.700 1.033
```

The highest occupied orbital energy is -9.367 eV. The structure (SMILES) is CCCCCCN.O. As for the gap between HOMO and LUMO: 10.2 eV.


(2)
Molecular formula: C6H17NO
Method: DFT, ωB97M-V/def2-TZVPD

```
25
Properties=species:S:1:pos:R:3
C -0.855 0.519 2.379
C -1.263 -0.558 1.353
N -0.407 -0.465 0.192
C 0.989 -0.932 0.423
C 2.027 0.173 0.388
C -1.009 -1.048 -1.013
C -0.375 -0.357 -2.207
H 0.158 0.295 2.739
H -1.618 0.544 3.146
H -0.786 1.471 1.828
H -1.278 -1.567 1.821
H -2.320 -0.350 1.097
H 1.250 -1.666 -0.330
H 1.019 -1.557 1.338
H 1.876 0.955 -0.336
H 3.089 -0.123 0.362
H 1.982 0.621 1.397
H -2.087 -0.945 -0.933
H -0.784 -2.125 -1.189
H 0.694 -0.680 -2.368
H -0.491 0.699 -1.989
H -0.727 -0.532 -3.210
H 0.173 2.051 -0.979
H 0.654 2.757 -2.350
O 0.090 2.820 -1.560
```

The highest occupied orbital energy is -8.677 eV. The structure (SMILES) is CCN(CC)CC.O. As for the gap between HOMO and LUMO: 9.7 eV.


(3)
Molecular formula: C6H17NO2
Method: DFT, ωB97M-V/def2-TZVPD

```
26
Properties=species:S:1:pos:R:3
C 0.593 1.850 -1.493
N 0.451 0.352 -1.654
C 0.185 -0.176 -0.281
C -0.874 -1.424 -0.438
C -0.211 -2.720 -0.022
C -2.161 -1.284 0.332
C 1.379 -0.426 0.574
O 1.998 0.807 1.073
H 0.459 2.251 -0.640
H -0.137 2.334 -2.223
H 1.568 2.457 -1.690
H 1.281 -0.029 -1.970
H -0.451 0.460 0.417
H -1.285 -1.386 -1.511
H 0.788 -2.775 -0.500
H 0.166 -2.725 0.983
H -0.802 -3.660 -0.224
H -1.957 -0.854 1.274
H -2.647 -2.272 0.442
H -2.824 -0.644 -0.193
H 2.305 -0.998 0.136
H 1.129 -0.922 1.547
H 1.454 1.344 1.697
H 0.539 3.690 1.145
H -0.810 3.125 1.403
O -0.135 3.626 1.815
```

The highest occupied orbital energy is -9.251 eV. The structure (SMILES) is CN[C@H](CO)C(C)C.O. As for the gap between HOMO and LUMO: 9.9 eV.


One value per record, in order, for LUMO level: 0.82; 1.01; 0.65 eV.
One value per record, in order, for energy relative to the best compared isomer or geometry (same formula, charge and spin): 61.81; 27.33; 68.35 kcal/mol.